1.
C47H44N5O2Sb2Ti | ωB97M-V with the def2-TZVPD basis set

Last column: Mulliken spin population.
Element x y z (Å)
Ti1 -0.92 1.40 -0.38  1.811
C1 -3.51 0.36 -0.04  -0.080
C2 -3.47 -0.14 1.41  0.005
C3 -3.37 1.00 2.42  -0.013
Sb1 -1.41 1.91 2.69  0.011
C4 -1.40 2.08 4.81  0.010
C5 -0.88 3.21 5.42  -0.002
C6 -0.81 3.30 6.80  0.000
C7 -1.27 2.25 7.58  -0.001
C8 -1.78 1.12 6.98  0.001
C9 -1.85 1.03 5.60  0.002
C10 -0.03 0.26 2.71  -0.071
C11 -0.35 -1.08 2.96  0.034
C12 0.65 -2.01 3.15  -0.002
C13 1.99 -1.63 3.10  0.000
C14 2.32 -0.31 2.87  -0.001
C15 1.31 0.63 2.67  0.054
Sb2 -3.27 -1.19 -1.58  0.004
C16 -1.25 -1.80 -1.18  0.024
C17 -0.37 -1.09 -0.37  0.046
C18 0.98 -1.40 -0.28  -0.007
C19 1.48 -2.45 -1.03  0.015
C20 0.63 -3.17 -1.85  0.001
C21 -0.72 -2.85 -1.93  -0.002
C22 -4.16 -2.68 -0.31  0.003
C23 -5.54 -2.78 -0.30  -0.001
C24 -6.19 -3.65 0.57  0.000
C25 -5.44 -4.44 1.43  0.000
C26 -4.06 -4.35 1.42  0.000
C27 -3.42 -3.48 0.56  -0.001
H1 -2.77 1.18 -0.17  0.058
H2 -4.46 0.87 -0.25  0.006
H3 -2.65 -0.85 1.54  -0.009
H4 -4.39 -0.71 1.60  0.002
H5 -3.72 0.72 3.42  -0.004
H6 -4.00 1.83 2.09  0.000
H7 -0.52 4.04 4.82  0.000
H8 -0.41 4.19 7.26  0.000
H9 -1.22 2.32 8.66  0.000
H10 -2.13 0.29 7.59  0.000
H11 -2.25 0.12 5.15  0.000
H12 -1.38 -1.40 3.04  0.001
H13 0.39 -3.04 3.34  0.000
H14 2.76 -2.37 3.25  0.000
H15 3.35 0.00 2.85  0.000
H16 1.58 1.67 2.52  -0.004
H17 -0.80 -0.36 0.32  -0.027
H18 1.63 -0.83 0.38  0.008
H19 2.53 -2.68 -0.98  0.000
H20 1.02 -4.00 -2.43  0.000
H21 -1.36 -3.43 -2.58  0.000
H22 -6.14 -2.18 -0.98  0.000
H23 -7.26 -3.72 0.56  0.000
H24 -5.94 -5.12 2.11  0.000
H25 -3.48 -4.97 2.09  0.000
H26 -2.34 -3.43 0.56  0.001
C28 5.13 -4.73 -2.05  0.000
O1 5.87 -3.53 -2.17  0.000
C29 5.36 -2.53 -2.94  0.000
C30 4.11 -2.56 -3.55  -0.001
C31 3.67 -1.47 -4.29  0.001
C32 4.50 -0.38 -4.47  -0.002
C33 5.78 -0.38 -3.91  0.002
C34 6.20 -1.42 -3.12  0.000
N1 4.23 0.69 -5.38  0.000
N2 3.12 1.20 -5.51  0.000
C35 2.04 0.97 -4.60  0.002
C36 0.82 0.60 -5.11  -0.007
C37 -0.33 0.53 -4.31  0.012
C38 -0.28 0.92 -2.99  -0.017
O2 -1.35 0.93 -2.19  -0.030
C39 0.97 1.34 -2.44  0.070
N3 0.97 1.75 -1.13  -0.064
C40 2.10 2.18 -0.61  0.092
C41 3.30 2.28 -1.33  0.003
C42 3.31 1.89 -2.64  0.032
C43 2.14 1.37 -3.24  -0.006
H27 5.73 -5.39 -1.42  0.000
H28 4.98 -5.20 -3.03  0.000
H29 4.17 -4.56 -1.57  0.000
H30 3.48 -3.43 -3.47  0.000
H31 2.71 -1.52 -4.77  0.001
H32 6.44 0.46 -4.11  0.000
H33 7.18 -1.43 -2.66  0.000
H34 0.75 0.35 -6.16  0.000
H35 -1.28 0.21 -4.73  0.000
H36 2.08 2.47 0.44  -0.024
H37 4.18 2.68 -0.86  0.001
H38 4.22 1.99 -3.23  0.003
C44 -0.08 4.98 0.70  0.000
C45 -1.06 4.66 -0.36  0.024
N4 -1.51 3.46 -0.71  -0.020
C46 -2.43 3.68 -1.72  0.037
C47 -2.53 5.01 -1.97  -0.002
N5 -1.66 5.61 -1.09  0.003
H39 0.65 4.17 0.80  0.006
H40 -0.57 5.10 1.67  0.005
H41 0.45 5.90 0.46  0.003
H42 -2.93 2.86 -2.22  0.003
H43 -3.12 5.56 -2.67  0.000
H44 -1.48 6.60 -1.02  -0.001

frontier orbital gap (alpha / beta)	0.2546 / 0.2605	Ha
relative energy (zero: lowest compared OMol25 entry of this formula, charge and spin)	0.00	kcal per mole
total charge	+1
<S²>	2.0070
2S+1	3
LUMO level (alpha / beta)	-2.51 / -2.62	eV
HOMO (alpha / beta)	-0.3468 / -0.3567	hartree



2.
C34H59ClCoN2O2Si | ωB97M-V with the def2-TZVPD basis set

Last column: Mulliken spin population.
Element x y z (Å)
O1 0.53 2.41 2.33  0.000
O2 -1.71 3.13 0.96  -0.011
C1 0.71 1.35 3.27  0.002
C2 2.14 1.11 3.72  -0.002
H1 0.30 0.43 2.83  -0.007
H2 0.06 1.61 4.12  0.000
H3 2.65 0.44 3.02  0.001
H4 2.11 0.61 4.69  0.000
H5 2.70 2.04 3.82  0.000
C3 1.36 2.31 1.17  -0.002
C4 1.67 3.70 0.68  0.000
H6 0.81 1.73 0.40  0.009
H7 2.30 1.75 1.39  0.003
H8 0.74 4.22 0.43  0.000
H9 2.31 3.64 -0.21  0.000
H10 2.21 4.26 1.45  0.000
C5 -2.35 3.62 -0.23  0.001
C6 -2.03 3.89 2.15  0.002
C7 -1.35 3.74 -1.35  -0.001
H11 -2.83 4.60 -0.03  0.000
H12 -3.15 2.91 -0.50  0.000
H13 -0.69 4.60 -1.20  0.000
H14 -1.88 3.89 -2.29  0.000
H15 -0.73 2.84 -1.43  0.000
C8 -1.36 5.23 2.16  0.000
H16 -1.69 3.27 2.99  0.000
H17 -3.13 3.98 2.23  0.000
H18 -0.27 5.10 2.11  0.000
H19 -1.61 5.75 3.09  0.000
H20 -1.70 5.84 1.32  0.000
H21 -1.01 1.43 1.11  0.016
N1 2.23 -2.23 -0.86  0.003
C9 2.48 -3.19 -1.77  0.078
C10 1.51 -3.59 -2.69  0.080
C11 0.31 -2.93 -2.93  0.066
C12 3.85 -3.80 -1.84  0.002
H22 4.23 -4.09 -0.85  -0.001
H23 4.58 -3.12 -2.30  0.000
H24 3.80 -4.70 -2.46  -0.001
C13 -0.46 -3.17 -4.19  0.001
H25 -0.56 -2.25 -4.80  0.000
H26 -1.47 -3.56 -4.02  -0.001
H27 0.08 -3.91 -4.79  0.000
N2 -0.18 -2.03 -2.05  -0.004
C14 3.32 -1.58 -0.19  0.024
C15 3.76 -2.02 1.08  -0.036
C16 3.23 -3.25 1.73  0.007
C17 4.74 -1.28 1.74  -0.003
H28 5.04 -1.59 2.75  0.000
C18 5.33 -0.18 1.13  0.013
H29 6.09 0.40 1.67  0.001
C19 4.99 0.17 -0.17  -0.006
H30 5.48 1.00 -0.68  0.000
C20 4.01 -0.55 -0.86  -0.020
C21 3.75 -0.26 -2.31  0.003
C22 -1.35 -1.26 -2.31  -0.008
C23 -2.62 -1.81 -2.02  -0.025
C24 -2.77 -3.21 -1.52  0.030
C25 -3.74 -1.00 -2.16  -0.009
H31 -4.73 -1.41 -1.90  0.001
C26 -3.63 0.31 -2.64  0.016
H32 -4.51 0.93 -2.75  -0.001
C27 -2.37 0.81 -3.02  -0.006
H33 -2.28 1.80 -3.46  0.001
C28 -1.22 0.03 -2.86  -0.024
C29 0.13 0.57 -3.23  0.021
Co1 0.48 -1.80 -0.36  2.576
H34 2.49 -3.01 2.50  0.001
H35 4.04 -3.80 2.23  0.001
H36 2.76 -3.94 1.02  0.001
H37 2.67 -0.23 -2.53  0.000
H38 4.21 -1.01 -2.97  0.001
H39 4.17 0.72 -2.58  0.000
H40 -3.76 -3.59 -1.81  -0.001
H41 -2.71 -3.27 -0.42  -0.006
H42 -2.02 -3.89 -1.93  -0.001
H43 0.72 -0.17 -3.78  0.001
H44 0.71 0.87 -2.34  -0.004
H45 0.02 1.46 -3.86  0.001
H46 1.77 -4.40 -3.37  0.003
C30 -1.34 0.37 0.82  0.218
Si1 -2.99 0.07 1.74  0.018
H47 -1.45 0.36 -0.27  -0.082
H48 -0.55 -0.35 1.12  -0.092
C31 -2.81 0.52 3.56  0.001
C32 -3.64 -1.69 1.67  0.001
C33 -4.39 1.07 0.98  0.000
H49 -5.34 0.70 1.38  0.000
H50 -4.43 0.96 -0.11  0.001
H51 -4.31 2.14 1.22  -0.001
H52 -2.41 -0.34 4.12  0.000
H53 -3.80 0.76 3.98  0.000
H54 -2.15 1.37 3.74  0.000
H55 -2.89 -2.44 1.95  0.002
H56 -4.04 -1.93 0.68  0.001
H57 -4.47 -1.77 2.39  0.000
Cl1 0.06 -4.59 0.37  0.014
C34 -0.11 -2.96 1.04  0.198
H58 -1.16 -2.80 1.28  -0.061
H59 0.53 -2.88 1.92  -0.005

frontier orbital gap (alpha / beta)	0.2844 / 0.3203	Ha
relative energy (zero: lowest compared OMol25 entry of this formula, charge and spin)	0.00	kcal per mole
<S²>	3.7656
2S+1	4
LUMO level (alpha / beta)	0.69 / 0.68	eV
HOMO (alpha / beta)	-0.2590 / -0.2954	hartree



3.
C3H13MnN2O2 | ωB97M-V with the def2-TZVPD basis set

Last column: Mulliken spin population.
Element x y z (Å)
C1 -2.71 -1.58 -1.80  0.003
Mn1 0.51 0.70 0.30  3.145
N1 2.06 1.35 -1.23  -0.006
H1 -0.76 -0.11 -0.30  -0.155
H2 -3.68 -1.48 -1.36  0.000
H3 -2.46 -2.59 -2.12  0.000
H4 -2.02 -1.24 -1.01  0.012
H5 -2.61 -0.89 -2.64  0.000
H6 2.97 0.96 -0.97  0.005
H7 2.18 2.36 -1.10  0.005
H8 1.93 1.19 -2.23  0.002
N2 1.67 1.15 4.89  0.001
C2 2.35 1.82 3.75  0.005
C3 1.66 1.32 2.52  -0.027
O1 0.59 0.66 2.70  0.012
O2 2.13 1.55 1.36  -0.003
H9 0.77 0.72 4.57  0.001
H10 1.53 1.80 5.67  0.000
H11 2.30 0.43 5.25  0.000
H12 2.22 2.90 3.82  0.000
H13 3.40 1.55 3.71  0.000

frontier orbital gap (alpha / beta)	0.3278 / 0.2715	Ha
total charge	+1
<S²>	3.8179
2S+1	4
LUMO level (alpha / beta)	-3.61 / -3.53	eV
HOMO (alpha / beta)	-0.4603 / -0.4012	hartree



4.
C34H32BIN4O12S | ωB97M-V with the def2-TZVPD basis set

Last column: Löwdin charge in e.
Element x y z (Å)
C1 0.66 4.58 -0.12  -0.173
C2 2.02 3.67 -0.36  -0.522
S1 1.68 2.16 -1.42  0.795
C3 3.14 1.69 -2.50  -0.382
C4 4.09 0.49 -1.91  -0.326
N1 5.36 0.67 -2.69  0.114
C5 6.44 0.98 -1.90  -0.034
O1 7.55 1.20 -1.19  0.029
C6 4.02 0.74 -0.29  -0.266
O2 4.44 1.73 0.50  -0.024
N2 3.24 -0.49 0.19  0.060
C7 3.91 -1.63 -0.62  -0.755
N3 5.35 -1.49 -0.10  -0.011
I1 3.47 -3.71 -0.07  0.934
C8 3.60 -1.09 -2.15  -0.189
C9 2.14 -1.37 -2.84  -0.100
C10 0.90 -1.60 -1.79  -0.150
N4 -0.18 -0.71 -1.73  0.038
B1 4.62 -1.84 -3.25  -0.470
O3 5.75 -2.72 -2.88  0.025
O4 4.41 -1.58 -4.70  0.055
H1 0.71 4.96 0.99  0.076
H2 -0.33 3.91 -0.18  0.082
H3 0.67 5.44 -0.91  0.079
H4 2.91 4.27 -0.83  0.093
H5 2.33 3.27 0.72  0.064
H6 2.72 1.44 -3.58  0.103
H7 3.80 2.67 -2.64  0.118
H8 3.30 -0.57 1.23  0.083
H9 5.85 -2.39 -0.29  0.037
H10 5.27 -1.47 0.96  0.102
H11 1.81 -0.54 -3.61  0.131
H12 2.24 -2.37 -3.48  0.138
H13 0.80 -2.54 -1.06  0.083
H14 -0.02 0.05 -2.42  0.011
H15 6.48 -2.07 -2.59  0.127
H16 5.21 -1.90 -5.21  0.122
C11 2.21 -8.30 3.22  0.024
C12 2.28 -7.77 1.99  0.023
C13 3.57 -7.65 1.28  -0.391
O5 3.64 -7.17 0.16  0.038
C14 4.78 -8.15 1.98  0.024
C15 4.70 -8.68 3.20  0.024
C16 3.42 -8.79 3.91  -0.383
O6 3.35 -9.28 5.03  0.103
H17 1.27 -8.39 3.75  0.124
H18 1.41 -7.40 1.47  0.124
H19 5.71 -8.06 1.44  0.124
H20 5.58 -9.04 3.72  0.124
C17 2.20 2.19 3.80  0.025
C18 1.41 3.05 4.44  0.025
C19 0.17 2.60 5.10  -0.381
O7 -0.56 3.38 5.69  0.105
C20 -0.16 1.16 5.03  0.026
C21 0.63 0.30 4.38  0.027
C22 1.87 0.75 3.72  -0.362
O8 2.60 -0.04 3.13  0.077
H21 3.11 2.50 3.30  0.121
H22 1.63 4.10 4.50  0.124
H23 -1.07 0.84 5.52  0.124
H24 0.41 -0.76 4.32  0.123
C23 -5.36 2.12 -1.55  0.025
C24 -4.87 1.66 -2.71  0.025
C25 -3.72 0.74 -2.74  -0.383
O9 -3.27 0.33 -3.80  0.090
C26 -3.13 0.34 -1.45  0.012
C27 -3.62 0.79 -0.29  0.020
C28 -4.77 1.71 -0.26  -0.383
O10 -5.22 2.13 0.80  0.088
H25 -6.20 2.80 -1.50  0.079
H26 -5.29 1.95 -3.66  0.121
H27 -2.28 -0.34 -1.49  0.066
H28 -3.19 0.51 0.66  0.119
C29 -10.57 4.55 0.43  0.025
C30 -9.29 4.41 0.06  0.031
C31 -8.93 4.19 -1.36  -0.363
O11 -7.77 4.06 -1.70  0.078
C32 -10.04 4.12 -2.34  0.025
C33 -11.31 4.26 -1.96  0.023
C34 -11.67 4.48 -0.55  -0.383
O12 -12.84 4.61 -0.20  0.103
H29 -10.85 4.72 1.47  0.124
H30 -8.47 4.46 0.76  0.127
H31 -9.76 3.95 -3.37  0.123
H32 -12.13 4.21 -2.67  0.124

frontier orbital gap	0.2535	Ha
2S+1	1
LUMO level	-1.83	eV
HOMO	-0.3208	hartree
SMILES	[H]/N=C\C[C@]1(B(O)O)[C@](N)(I)NC(=O)[C@@]1(CSCC)N=C=O.O=C1C=CC(=O)C=C1.O=C1C=CC(=O)C=C1.O=C1C=CC(=O)C=C1.O=C1C=CC(=O)C=C1



5.
C36H72O36 | ωB97M-V with the def2-TZVPD basis set

Last column: Löwdin charge in e.
Element x y z (Å)
C1 2.58 12.07 24.73  -0.005
O1 1.79 11.32 23.75  -0.003
C2 1.93 11.52 22.44  -0.594
O2 2.58 12.41 21.85  0.070
O3 1.36 10.51 21.81  0.002
C3 1.25 10.58 20.36  -0.017
H1 1.91 12.64 25.37  0.093
H2 3.26 12.69 24.15  0.086
H3 3.21 11.40 25.31  0.091
H4 0.95 9.59 20.02  0.091
H5 2.21 10.86 19.93  0.091
H6 0.47 11.26 20.00  0.095
C4 3.48 6.66 12.27  -0.047
O4 3.41 5.94 11.04  -0.009
C5 3.57 4.59 10.99  -0.519
O5 3.68 3.82 11.98  0.071
O6 3.53 4.20 9.72  -0.008
C6 3.70 2.85 9.44  -0.064
H7 3.16 6.04 13.11  0.091
H8 2.84 7.53 12.14  0.093
H9 4.44 7.08 12.58  0.091
H10 4.63 2.61 9.95  0.097
H11 3.89 2.59 8.40  0.099
H12 2.85 2.34 9.88  0.105
C7 -0.72 17.31 15.24  -0.067
O7 0.13 16.26 15.54  -0.001
C8 1.44 16.41 15.55  -0.549
O8 2.02 17.53 15.46  0.065
O9 2.00 15.20 15.54  0.008
C9 3.46 15.10 15.47  -0.026
H13 -0.69 18.05 16.04  0.100
H14 -1.77 17.05 15.11  0.096
H15 -0.37 17.75 14.30  0.102
H16 3.96 14.16 15.70  0.087
H17 4.04 15.77 16.11  0.092
H18 3.73 15.29 14.43  0.093
C10 10.87 8.92 10.41  -0.039
O10 11.44 10.02 11.12  -0.033
C11 10.75 11.10 11.62  -0.546
O11 9.51 11.29 11.66  0.065
O12 11.66 11.97 11.98  0.000
C12 11.20 13.19 12.57  -0.020
H19 10.53 8.18 11.13  0.092
H20 11.76 8.66 9.83  0.096
H21 10.04 9.09 9.74  0.092
H22 10.84 12.98 13.57  0.102
H23 10.45 13.58 11.88  0.097
H24 12.00 13.92 12.61  0.094
C13 0.22 7.92 3.36  -0.103
O13 -1.10 8.04 2.96  -0.031
C14 -1.30 8.90 1.81  -0.403
O14 -0.49 9.64 1.20  0.070
O15 -2.61 8.79 1.38  -0.031
C15 -2.83 9.13 0.04  -0.076
H25 0.96 8.00 2.57  0.095
H26 0.36 6.95 3.83  0.093
H27 0.42 8.67 4.13  0.096
H28 -3.65 8.47 -0.21  0.098
H29 -2.00 8.88 -0.61  0.094
H30 -3.02 10.20 -0.11  0.098
C16 4.00 4.08 0.23  -0.040
O16 2.91 4.47 -0.59  -0.012
C17 3.08 4.57 -1.91  -0.547
O17 4.06 4.21 -2.61  0.074
O18 2.02 5.26 -2.37  -0.026
C18 1.78 5.50 -3.77  -0.020
H31 4.68 3.39 -0.27  0.093
H32 3.63 3.72 1.19  0.096
H33 4.58 5.00 0.32  0.099
H34 0.90 6.14 -3.86  0.093
H35 1.52 4.50 -4.12  0.095
H36 2.65 5.85 -4.33  0.095
C19 1.51 -6.84 6.89  -0.063
O19 2.01 -8.09 7.34  -0.035
C20 1.73 -9.28 6.70  -0.530
O20 1.02 -9.44 5.72  0.111
O21 2.15 -10.25 7.56  -0.035
C21 1.64 -11.67 7.47  0.018
H37 0.46 -6.70 7.17  0.098
H38 1.56 -6.89 5.80  0.086
H39 2.12 -5.95 7.03  0.092
H40 2.40 -12.41 7.71  0.085
H41 1.34 -11.79 6.43  0.083
H42 0.82 -11.77 8.18  0.090
C22 10.53 3.72 15.54  -0.059
O22 11.76 4.07 14.99  -0.023
C23 12.64 4.86 15.66  -0.474
O23 12.49 5.31 16.85  0.052
O24 13.79 5.01 14.91  -0.022
C24 14.68 6.06 15.35  -0.045
H43 10.90 2.76 15.88  0.105
H44 9.65 3.61 14.89  0.095
H45 10.19 4.34 16.37  0.093
H46 14.29 7.08 15.46  0.098
H47 15.48 6.06 14.62  0.089
H48 15.17 5.75 16.27  0.091
C25 7.53 -6.48 10.04  -0.082
O25 7.30 -5.43 9.17  -0.036
C26 8.24 -4.97 8.24  -0.520
O26 9.34 -5.46 7.98  0.109
O27 7.68 -3.89 7.70  0.001
C27 8.52 -2.81 7.21  -0.030
H49 6.89 -6.54 10.91  0.092
H50 8.53 -6.60 10.46  0.095
H51 7.30 -7.31 9.36  0.099
H52 8.43 -2.65 6.13  0.092
H53 9.54 -2.77 7.59  0.097
H54 8.18 -1.83 7.57  0.082
C28 4.33 4.98 22.26  -0.043
O28 4.69 5.78 21.10  0.005
C29 5.64 6.71 21.30  -0.570
O29 5.98 7.11 22.37  0.123
O30 6.02 7.19 20.07  -0.028
C30 6.93 8.26 19.70  -0.024
H55 4.38 3.90 22.12  0.086
H56 3.30 5.18 22.56  0.091
H57 4.89 5.05 23.19  0.089
H58 6.94 8.43 18.62  0.084
H59 7.90 7.77 19.70  0.089
H60 6.88 9.21 20.23  0.097
C31 -2.40 4.59 12.93  0.012
O31 -2.50 5.91 12.27  0.024
C32 -2.56 7.05 12.87  -0.637
O32 -2.49 7.24 14.05  0.128
O33 -2.58 8.03 11.92  0.002
C33 -2.60 9.33 12.40  -0.086
H61 -1.39 4.40 13.31  0.093
H62 -2.53 3.75 12.25  0.084
H63 -3.18 4.39 13.66  0.094
H64 -3.60 9.70 12.16  0.092
H65 -1.88 9.88 11.79  0.097
H66 -2.54 9.58 13.46  0.097
C34 0.16 -8.28 14.59  -0.050
O34 0.73 -7.00 14.30  -0.021
C35 1.35 -6.28 15.31  -0.584
O35 1.56 -6.69 16.42  0.123
O36 1.63 -5.06 14.92  0.015
C36 2.28 -4.09 15.74  -0.041
H67 0.80 -9.15 14.47  0.095
H68 -0.67 -8.35 13.88  0.089
H69 -0.36 -8.26 15.55  0.093
H70 2.58 -3.13 15.33  0.093
H71 3.08 -4.47 16.39  0.097
H72 1.56 -3.68 16.45  0.091

frontier orbital gap	0.3964	Ha
relative energy (zero: lowest compared OMol25 entry of this formula, charge and spin)	199.28	kcal per mole
2S+1	1
LUMO level	0.21	eV
HOMO	-0.3886	hartree
SMILES	COC(=O)OC.COC(=O)OC.COC(=O)OC.COC(=O)OC.COC(=O)OC.COC(=O)OC.COC(=O)OC.COC(=O)OC.COC(=O)OC.COC(=O)OC.COC(=O)OC.COC(=O)OC



> Number 4 is which compound?

C34H32BIN4O12S